ORCA calculation (wB97M-V/def2-TZVPD) on a structure of composition C32H64Cu2O19S3 at a distorted geometry.

Last column: Löwdin charge in e.
Positions of all 120 atoms, in Å:
Cu  3.7090  0.2890  -1.0211  0.812
Cu  -2.9441  0.0546  1.9372  0.780
S  0.3250  0.2334  0.2647  0.223
O  -0.0445  -0.3301  1.5627  -0.150
O  0.9718  -0.7336  -0.6314  -0.362
O  -0.9889  0.7578  -0.1261  -0.186
O  1.3327  1.2466  0.4790  -0.306
C  -3.0079  -5.2941  -0.5542  -0.156
C  -4.4176  -4.9063  -1.0130  -0.174
C  -4.3811  -3.3795  -1.0028  -0.168
O  -3.6207  -3.0889  0.2141  -0.174
C  -2.5252  -4.0222  0.1975  -0.193
H  -2.5233  -5.5133  -1.5056  0.102
H  -2.9502  -6.1184  0.1566  0.109
H  -5.2070  -5.3480  -0.4049  0.114
H  -4.6095  -5.3050  -2.0092  0.108
H  -5.3501  -2.8814  -1.0355  0.122
H  -3.7875  -3.0010  -1.8350  0.114
H  -2.0420  -4.1893  1.1602  0.121
H  -1.8180  -3.5777  -0.5027  0.102
C  1.5449  -3.4189  -5.5627  -0.101
C  1.2742  -3.2086  -7.0475  -0.134
C  2.1657  -4.2129  -7.6771  -0.103
O  2.1391  -5.3530  -6.8371  0.165
C  2.0386  -4.9037  -5.4986  -0.062
H  0.8184  -3.1820  -4.7854  0.138
H  2.4538  -2.8246  -5.4688  0.120
H  1.6269  -2.2833  -7.5031  0.140
H  0.1989  -3.3768  -7.1079  0.143
H  3.1529  -3.7802  -7.8389  0.183
H  1.8261  -4.6504  -8.6159  0.168
H  3.0724  -4.9351  -5.1547  0.179
H  1.4522  -5.5408  -4.8365  0.164
C  6.8241  -4.3214  -0.6294  -0.179
C  5.6818  -4.8890  0.2257  -0.150
C  4.5031  -4.2090  -0.3680  -0.243
O  4.9401  -2.9192  -0.7673  -0.173
C  6.2967  -3.0624  -1.3013  -0.164
H  7.1955  -5.0740  -1.3249  0.108
H  7.7822  -4.2371  -0.1165  0.114
H  5.7132  -4.4464  1.2213  0.120
H  5.6237  -5.9759  0.1673  0.126
H  3.5582  -4.1606  0.1732  0.132
H  4.2949  -4.7330  -1.3008  0.108
H  6.9877  -2.3782  -0.8088  0.119
H  6.2999  -3.1499  -2.3877  0.116
C  -7.6483  1.9289  -0.8182  -0.176
C  -8.3555  0.8117  0.0343  -0.123
C  -7.2026  0.6163  1.0842  -0.173
O  -5.9290  1.0270  0.5345  -0.157
C  -6.1595  1.6006  -0.7433  -0.223
H  -7.9197  2.9491  -0.5472  0.110
H  -8.0612  1.8761  -1.8256  0.108
H  -8.6864  0.0298  -0.6491  0.106
H  -9.2624  1.3161  0.3680  0.107
H  -7.2770  -0.4167  1.4242  0.110
H  -7.3320  1.2794  1.9395  0.117
H  -5.8633  0.9202  -1.5418  0.111
H  -5.6342  2.5105  -1.0333  0.115
C  6.3090  0.1003  4.2490  -0.148
C  7.5622  0.3734  3.3221  -0.143
C  6.9217  1.3049  2.3702  -0.211
O  5.5405  0.8374  2.1871  -0.148
C  5.2102  -0.0058  3.2409  -0.270
H  6.0546  0.9886  4.8271  0.115
H  6.2894  -0.7402  4.9428  0.118
H  7.7856  -0.5109  2.7253  0.109
H  8.5163  0.8001  3.6316  0.123
H  7.4405  1.3509  1.4127  0.116
H  6.9198  2.3332  2.7318  0.122
H  5.2986  -1.0123  2.8320  0.114
H  4.2980  0.1951  3.8027  0.128
C  -3.5771  -0.9768  7.4955  -0.190
C  -3.7816  -2.4126  7.1372  -0.176
C  -3.3272  -2.2792  5.7094  -0.207
O  -3.7663  -1.0033  5.1859  -0.164
C  -4.2821  -0.3206  6.3354  -0.208
H  -2.4976  -0.8379  7.5560  0.126
H  -4.0430  -0.7291  8.4493  0.125
H  -4.8015  -2.7297  7.3550  0.126
H  -3.1160  -3.0766  7.6887  0.122
H  -3.6432  -3.1002  5.0657  0.116
H  -2.2640  -2.1247  5.5254  0.120
H  -5.3717  -0.3459  6.3175  0.125
H  -4.0179  0.7358  6.3822  0.115
C  -3.0259  5.2646  4.2816  -0.201
C  -1.5910  5.0135  4.5719  -0.173
C  -1.3534  3.5341  4.1138  -0.112
O  -2.5297  3.1779  3.2421  -0.181
C  -3.3133  4.3643  3.1194  -0.230
H  -3.2937  6.2984  4.0630  0.126
H  -3.5863  4.9672  5.1679  0.118
H  -1.3652  5.1219  5.6328  0.116
H  -1.0711  5.7476  3.9563  0.114
H  -1.4566  2.9356  5.0189  0.108
H  -0.4041  3.4336  3.5876  0.113
H  -4.3856  4.2581  2.9549  0.123
H  -2.8801  4.7746  2.2073  0.119
C  -0.6144  1.9682  -5.2176  -0.199
C  0.2861  2.1359  -6.4724  -0.181
O  -0.4191  1.8373  -7.6559  -0.198
S  -2.0049  1.6791  -7.3302  0.778
O  -2.7223  0.6031  -8.0906  -0.255
O  -2.6595  2.9856  -7.3289  -0.238
O  -1.7094  1.2532  -5.7051  -0.211
H  -0.8630  2.8460  -4.6211  0.132
H  -0.1620  1.2952  -4.4892  0.121
H  1.1334  1.4523  -6.5270  0.121
H  0.6864  3.1495  -6.4939  0.131
C  3.8585  6.7886  -2.2403  -0.172
C  3.5315  5.9002  -1.0208  -0.150
O  3.9705  6.6488  0.1343  -0.231
S  4.3790  8.1800  -0.2239  0.702
O  5.8255  8.2846  -0.1991  -0.233
O  3.6209  8.9122  0.7732  -0.228
O  3.6948  8.1023  -1.7274  -0.204
H  3.1266  6.5602  -3.0151  0.133
H  4.8918  6.8117  -2.5866  0.132
H  4.0043  4.9189  -1.0611  0.119
H  2.4897  5.8660  -0.7023  0.134

Multiplicity: 3
Charge: +2
LUMO energy (spin up / spin down) (Eh): -0.246 / -0.399
Energy relative to the best compared isomer or geometry (same formula, charge and spin) (eV): 14.684
Expectation value of S²: 2.0155
Max |F| (eV Å⁻¹): 5.03